C27H27INOPSc as an isolated structure, computed with the ωB97M-V functional and the def2-TZVPD basis.

Summary:
E_tot: -2574.69165 hartree
Orbital gap: 7.91 eV

Structure (ORCA input):
```
! RIJCOSX wB97M-V def2-TZVPD def2/J DEFGRID3
* xyz 1 1
Sc -0.18712 1.57108 0.28344
C 1.87173 -5.04771 1.63549
C 0.54078 -4.66339 1.54935
C 0.21624 -3.40702 1.06031
C 1.22070 -2.53533 0.64518
C 2.55500 -2.92745 0.73002
C 2.87709 -4.18072 1.22810
P 0.73292 -0.94802 -0.05412
C 2.14415 0.17846 0.20965
C 2.81219 0.84101 -0.82202
C 3.86166 1.70346 -0.53026
C 4.26106 1.89774 0.78412
C 3.59539 1.25358 1.82014
C 2.52977 0.41631 1.53709
C 0.59841 -1.13688 -1.83942
C 0.94705 -2.29732 -2.47890
C 0.77728 -2.41956 -3.87403
C 0.25872 -1.37651 -4.58378
C -0.11127 -0.16615 -3.94413
C -0.65568 0.91071 -4.68947
C -1.00514 2.06900 -4.06786
C -0.81011 2.20589 -2.67039
C -0.29324 1.20236 -1.87740
C 0.05284 -0.02364 -2.54712
H 2.12705 -6.02558 2.02167
H -0.24243 -5.33885 1.86627
H -0.82394 -3.10902 0.99449
H 3.34362 -2.25778 0.40925
H 3.91341 -4.48389 1.29490
H 2.52153 0.66718 -1.84949
H 4.37768 2.21051 -1.33458
H 5.09025 2.55735 1.00399
H 3.90475 1.40863 2.84514
H 2.01735 -0.09035 2.34970
H 1.34839 -3.13224 -1.91753
H 1.05647 -3.33919 -4.37005
H 0.11801 -1.45662 -5.65515
H -0.78322 0.79116 -5.75882
H -1.41968 2.89028 -4.63828
H -1.07325 3.16198 -2.23060
I -0.27124 4.68065 0.27271
C 0.95174 3.19591 1.26436
H 0.87791 3.43717 2.32351
H 1.96106 3.40748 0.91691
C -5.13651 1.00100 2.89651
N -3.76002 0.79401 2.42559
C -3.00364 -0.37627 2.88589
C -3.17425 1.61227 1.57613
C -3.85396 2.81992 1.02600
O -1.98879 1.35839 1.20826
H -5.37187 0.21288 3.60317
H -5.84098 0.94586 2.06893
H -5.23321 1.95768 3.40488
H -3.62773 -0.94197 3.56870
H -2.09748 -0.05932 3.39926
H -2.72517 -0.99976 2.03792
H -4.85334 2.98084 1.41239
H -3.89453 2.71397 -0.05935
H -3.22438 3.68581 1.23333
*
```